<w>
A cluster of 2 separate species, C2H6O2S in total, computed with wB97M-V/def2-TZVPD.

## Properties
SMILES: O=CO.CS
E_HOMO: -9.60 eV
LUMO energy: 0.636 eV

XYZ file:
```
11
C2H6O2S wB97M-V/def2-TZVPD
C -2.516 0.209 -0.775
S -1.110 0.673 0.285
H -3.372 0.772 -0.426
H -2.307 0.565 -1.780
H -2.687 -0.860 -0.800
H -0.906 1.809 -0.390
O 3.477 -1.029 -0.217
C 3.008 -0.672 0.812
O 1.701 -0.890 1.189
H 3.544 -0.128 1.606
H 1.168 -0.449 0.497
```

Charge distribution, Löwdin scheme, values in e: atom 1 (C): -0.4642, atom 2 (S): 0.6771, atom 3 (H): 0.0176, atom 4 (H): 0.0242, atom 5 (H): 0.0292, atom 6 (H): -0.1399, atom 7 (O): 0.0933, atom 8 (C): -0.3751, atom 9 (O): -0.0093, atom 10 (H): 0.1354, atom 11 (H): 0.0118



<x>
A cluster of 2 separate species, C2H6O2S in total, computed with wB97M-V/def2-TZVPD.

## Properties
SMILES: O=CO.CS
E_HOMO: -9.33 eV
LUMO energy: 0.793 eV

XYZ file:
```
11
C2H6O2S wB97M-V/def2-TZVPD
C 0.389 -1.517 -1.031
S -0.897 -1.909 0.265
H 1.018 -2.398 -1.090
H 1.108 -0.701 -0.909
H -0.053 -1.250 -1.995
H -1.075 -0.662 0.764
O 1.614 1.766 0.389
C 0.533 2.278 0.355
O -0.554 1.638 -0.164
H 0.275 3.156 0.964
H -0.156 0.884 -0.638
```

Charge distribution, Löwdin scheme, values in e: atom 1 (C): -0.4663, atom 2 (S): 0.6295, atom 3 (H): 0.0177, atom 4 (H): 0.0194, atom 5 (H): 0.0279, atom 6 (H): -0.1787, atom 7 (O): 0.0698, atom 8 (C): -0.3602, atom 9 (O): 0.0366, atom 10 (H): 0.1437, atom 11 (H): 0.0606



The structure with the least stability is <w>.